1.
{
  "formula": "C52H114F21N6O22S2",
  "method": "wB97M-V/def2-TZVPD",
  "charge": -1,
  "total_energy_ev": -188488.8878,
  "multiplicity": 1,
  "homo_ev": -5.070,
  "homo_lumo_gap_ev": 5.84,
  "symbols": ["C", "N", "C", "C", "C", "C", "O", "H", "H", "H", "H", "H", "H", "H", "H", "H", "H", "H", "H", "H", "H", "C", "N", "C", "C", "C", "C", "O", "H", "H", "H", "H", "H", "H", "H", "H", "H", "H", "H", "H", "H", "H", "C", "N", "C", "C", "C", "C", "O", "H", "H", "H", "H", "H", "H", "H", "H", "H", "H", "H", "H", "H", "H", "C", "N", "C", "C", "C", "C", "O", "H", "H", "H", "H", "H", "H", "H", "H", "H", "H", "H", "H", "H", "H", "C", "N", "C", "C", "C", "C", "O", "H", "H", "H", "H", "H", "H", "H", "H", "H", "H", "H", "H", "H", "H", "C", "N", "C", "C", "C", "C", "O", "H", "H", "H", "H", "H", "H", "H", "H", "H", "H", "H", "H", "H", "H", "C", "O", "O", "C", "F", "F", "F", "C", "C", "H", "H", "H", "H", "H", "H", "C", "O", "O", "C", "F", "F", "F", "C", "C", "H", "H", "H", "H", "H", "H", "C", "O", "O", "C", "F", "F", "F", "C", "C", "H", "H", "H", "H", "H", "H", "C", "O", "O", "C", "F", "F", "F", "C", "C", "H", "H", "H", "H", "H", "H", "C", "O", "O", "C", "F", "F", "F", "C", "C", "H", "H", "H", "H", "H", "H", "C", "F", "F", "F", "S", "O", "O", "O", "C", "F", "F", "F", "S", "O", "O", "O"],
  "positions_angstrom": [[0.390, -0.694, 0.352], [-0.998, -0.133, 0.320], [-1.563, -0.500, 1.623], [-0.939, 1.365, 0.244], [-1.907, -0.791, -0.671], [-1.685, -0.373, -2.079], [-0.366, -0.631, -2.517], [0.989, -0.142, 1.039], [0.823, -0.654, -0.643], [0.225, -1.753, 0.611], [-1.915, -1.542, 1.599], [-2.429, 0.114, 1.764], [-0.847, -0.347, 2.424], [-1.991, 1.657, 0.279], [-0.434, 1.763, -0.625], [-0.432, 1.676, 1.158], [-2.909, -0.479, -0.358], [-1.792, -1.876, -0.537], [-2.001, 0.670, -2.223], [-2.455, -0.932, -2.612], [-0.077, 0.086, -3.180], [0.920, -3.657, -2.562], [1.486, -4.930, -2.112], [2.019, -4.706, -0.699], [0.418, -5.958, -1.992], [2.448, -5.385, -3.050], [3.426, -4.412, -3.629], [4.351, -4.020, -2.732], [0.869, -3.516, -3.652], [1.469, -2.770, -2.227], [-0.061, -3.576, -2.128], [2.027, -5.720, -0.318], [1.268, -4.147, -0.135], [3.016, -4.274, -0.655], [0.709, -6.844, -1.433], [0.222, -6.337, -2.996], [-0.492, -5.500, -1.590], [1.840, -5.748, -3.863], [3.019, -6.230, -2.713], [2.873, -3.544, -3.999], [3.763, -4.872, -4.592], [4.565, -3.044, -2.962], [-4.297, 0.214, -4.625], [-3.365, 0.142, -5.776], [-2.321, -0.878, -5.486], [-4.141, -0.148, -6.969], [-2.766, 1.504, -5.835], [-1.920, 1.827, -7.039], [-0.867, 0.897, -7.171], [-4.695, -0.811, -4.473], [-5.141, 0.844, -4.856], [-3.797, 0.580, -3.733], [-1.777, -1.092, -6.415], [-2.797, -1.783, -5.096], [-1.634, -0.467, -4.748], [-4.738, 0.709, -7.245], [-4.753, -1.035, -6.777], [-3.473, -0.380, -7.803], [-2.173, 1.574, -4.928], [-3.632, 2.153, -5.785], [-1.529, 2.834, -7.090], [-2.473, 1.795, -7.961], [-0.379, 0.953, -6.315], [-0.647, -3.987, 5.079], [-1.336, -2.687, 5.263], [-0.369, -1.611, 5.055], [-2.424, -2.668, 4.218], [-2.018, -2.540, 6.569], [-1.249, -3.012, 7.819], [-0.188, -2.185, 8.193], [-0.660, -4.222, 4.024], [-1.243, -4.760, 5.540], [0.400, -3.945, 5.431], [0.198, -1.800, 4.144], [0.259, -1.474, 5.906], [-0.963, -0.686, 4.973], [-2.995, -1.758, 4.379], [-3.022, -3.549, 4.351], [-1.961, -2.605, 3.248], [-2.925, -3.205, 6.493], [-2.386, -1.530, 6.634], [-0.975, -4.053, 7.665], [-2.030, -2.893, 8.567], [0.688, -2.566, 7.928], [2.702, 0.778, -6.754], [3.363, -0.080, -5.785], [4.146, -1.193, -6.329], [4.381, 0.810, -5.151], [2.369, -0.626, -4.833], [1.242, -1.369, -5.495], [1.626, -2.693, -6.022], [1.878, 1.279, -6.222], [2.367, 0.227, -7.621], [3.443, 1.444, -7.149], [4.642, -1.687, -5.489], [4.868, -0.790, -7.018], [3.496, -1.925, -6.808], [5.131, 1.107, -5.881], [4.982, 0.381, -4.386], [3.839, 1.599, -4.701], [1.929, 0.233, -4.317], [2.913, -1.250, -4.125], [0.721, -0.749, -6.259], [0.582, -1.527, -4.617], [0.870, -3.032, -6.490], [-0.009, 5.693, 3.688], [-1.100, 4.986, 4.474], [-1.515, 5.753, 5.623], [-2.271, 4.952, 3.588], [-0.691, 3.641, 5.011], [-0.270, 2.610, 4.058], [-1.228, 1.837, 3.445], [0.934, 5.461, 4.236], [-0.140, 6.763, 3.711], [0.009, 5.363, 2.667], [-0.708, 5.850, 6.349], [-2.340, 5.258, 6.126], [-1.872, 6.725, 5.295], [-2.148, 4.241, 2.814], [-2.507, 5.961, 3.183], [-3.112, 4.604, 4.197], [-1.549, 3.343, 5.601], [0.137, 3.855, 5.714], [0.444, 2.040, 4.637], [0.375, 3.010, 3.268], [-1.763, 1.337, 4.120], [2.133, 7.583, 0.206], [0.634, 7.264, 0.554], [2.373, 8.678, -0.283], [2.640, 7.531, 1.807], [3.955, 7.852, 2.127], [1.835, 8.498, 2.349], [2.453, 6.309, 2.547], [0.268, 6.056, -0.184], [-1.222, 5.699, -0.226], [-1.650, 5.662, 0.794], [-1.771, 6.409, -0.853], [-1.357, 4.695, -0.675], [0.916, 5.267, 0.240], [0.604, 6.201, -1.226], [2.326, 6.590, -0.254], [0.604, 2.589, -3.926], [1.183, 2.530, -2.599], [0.214, 1.389, -4.373], [-0.629, 3.536, -3.743], [-1.236, 3.879, -4.886], [-1.540, 3.020, -2.941], [-0.173, 4.659, -3.194], [2.588, 2.630, -2.578], [3.035, 3.282, -1.306], [2.794, 2.668, -0.444], [4.107, 3.383, -1.393], [2.496, 4.234, -1.290], [3.043, 3.137, -3.394], [2.994, 1.620, -2.638], [1.304, 3.164, -4.583], [-3.804, 0.950, 5.571], [-4.191, 2.081, 4.693], [-2.607, 0.482, 5.375], [-3.942, 1.603, 6.934], [-3.257, 2.740, 7.056], [-5.252, 1.914, 7.118], [-3.547, 0.777, 7.882], [-4.332, 1.703, 3.335], [-5.457, 2.595, 2.744], [-5.170, 3.634, 2.975], [-5.641, 2.606, 1.684], [-6.356, 2.484, 3.282], [-4.592, 0.644, 3.326], [-3.399, 1.813, 2.795], [-4.694, 0.222, 5.594], [4.908, -0.807, -2.315], [6.185, -1.187, -1.818], [4.555, -1.472, -3.399], [3.872, -0.812, -1.277], [3.794, 0.150, -0.323], [2.585, -0.693, -1.849], [3.948, -1.963, -0.615], [6.831, -0.651, -0.688], [8.239, -1.197, -0.563], [8.904, -0.670, -1.278], [8.657, -1.030, 0.439], [8.227, -2.299, -0.716], [6.168, -0.739, 0.159], [6.797, 0.431, -0.865], [5.059, 0.295, -2.371], [3.486, -3.081, 4.016], [2.385, -2.860, 5.192], [4.533, -3.758, 4.355], [2.526, -3.672, 2.948], [1.367, -2.995, 2.535], [3.226, -3.792, 1.793], [2.089, -4.859, 3.293], [2.977, -3.046, 6.526], [2.568, -4.425, 7.172], [2.874, -4.579, 8.205], [1.497, -4.742, 7.128], [3.159, -5.198, 6.637], [2.498, -2.208, 7.035], [4.058, -2.879, 6.443], [3.444, -2.060, 3.541], [-3.273, -5.100, -0.043], [-4.312, -4.305, 0.244], [-3.751, -6.402, -0.004], [-2.932, -4.785, -1.306], [-1.839, -4.853, 1.171], [-1.502, -3.434, 1.073], [-2.296, -5.230, 2.487], [-0.789, -5.730, 0.700], [-6.387, -0.425, -0.561], [-5.855, -0.175, 0.659], [-5.944, -1.639, -1.021], [-7.697, -0.448, -0.377], [-5.865, 0.791, -1.805], [-6.161, 2.050, -1.220], [-4.445, 0.588, -1.913], [-6.532, 0.421, -3.051]]
}

2.
{
  "formula": "C7H9Br",
  "method": "wB97M-V/def2-TZVPD",
  "charge": 0,
  "total_energy_ev": -77442.8485,
  "multiplicity": 1,
  "homo_ev": [-8.175, -8.140],
  "homo_lumo_gap_ev": [7.18, 7.15],
  "de_lowest_kcal_mol": 90.88,
  "symbols": ["C", "C", "C", "C", "C", "C", "C", "Br", "H", "H", "H", "H", "H", "H", "H", "H", "H"],
  "positions_angstrom": [[-0.602, 1.163, 0.305], [-0.366, 2.019, -0.723], [0.235, -0.884, 1.510], [1.102, -1.531, 0.425], [-0.692, -0.317, 0.398], [0.252, 1.822, -1.973], [0.019, -1.227, -0.618], [-0.322, 2.954, -3.342], [-0.888, 1.627, 1.245], [-0.587, 3.060, -0.474], [-0.272, -1.609, 2.145], [0.724, -0.144, 2.138], [2.020, -0.979, 0.236], [1.340, -2.582, 0.574], [-1.746, -0.564, 0.565], [0.360, -0.714, -1.517], [-0.578, -2.092, -0.894]]
}

3.
{
  "formula": "C16H24AuClN8O3S",
  "method": "wB97M-V/def2-TZVPD",
  "charge": 2,
  "total_energy_ev": -62077.4935,
  "multiplicity": 1,
  "homo_ev": -14.371,
  "homo_lumo_gap_ev": 7.24,
  "de_lowest_kcal_mol": 2.10,
  "symbols": ["Au", "N", "N", "C", "N", "N", "N", "O", "O", "H", "H", "H", "H", "H", "N", "C", "S", "N", "C", "C", "C", "C", "C", "C", "H", "H", "H", "H", "H", "H", "H", "H", "C", "C", "C", "O", "H", "H", "H", "H", "H", "H", "H", "Cl", "C", "C", "C", "C", "N", "C", "H", "H", "H", "H"],
  "positions_angstrom": [[-0.354, -0.666, 0.836], [2.186, 0.375, 0.091], [2.902, 0.162, 1.265], [2.415, -0.497, 2.333], [3.239, -0.632, 3.357], [1.147, -0.978, 2.285], [0.602, -1.646, 3.403], [-0.525, -2.051, 3.228], [1.245, -1.789, 4.417], [2.706, -0.001, -0.694], [2.038, 1.369, -0.051], [3.835, 0.541, 1.342], [4.166, -0.239, 3.318], [2.922, -1.077, 4.204], [-3.110, 1.624, 0.796], [-2.331, 1.891, 1.814], [-0.646, 1.394, 1.854], [-2.726, 2.640, 2.828], [-4.001, 3.318, 2.871], [-4.249, 4.355, 1.983], [-5.475, 5.001, 2.033], [-6.425, 4.620, 2.972], [-6.158, 3.589, 3.861], [-4.941, 2.924, 3.811], [-2.741, 1.011, 0.066], [-4.067, 1.949, 0.791], [-2.107, 2.712, 3.621], [-3.489, 4.663, 1.275], [-5.681, 5.814, 1.350], [-7.376, 5.134, 3.014], [-6.897, 3.298, 4.595], [-4.721, 2.115, 4.496], [-3.575, -0.815, -1.880], [-2.611, -1.389, -0.857], [-3.319, -1.928, 0.374], [-1.697, -0.308, -0.543], [-4.234, -1.601, -2.247], [-3.035, -0.393, -2.727], [-4.202, -0.036, -1.440], [-2.049, -2.199, -1.329], [-3.940, -1.163, 0.843], [-2.613, -2.299, 1.122], [-3.970, -2.758, 0.096], [1.397, -3.399, -3.719], [0.896, -3.537, -2.087], [0.840, -4.770, -1.448], [0.418, -4.816, -0.130], [0.075, -3.644, 0.517], [0.140, -2.465, -0.114], [0.530, -2.400, -1.394], [1.116, -5.670, -1.982], [0.348, -5.756, 0.399], [-0.270, -3.635, 1.541], [0.510, -1.430, -1.873]]
}

4.
{
  "formula": "C28H45F15O14",
  "method": "wB97M-V/def2-TZVPD",
  "charge": 0,
  "total_energy_ev": -99191.5357,
  "multiplicity": 1,
  "homo_ev": -9.358,
  "homo_lumo_gap_ev": 9.84,
  "symbols": ["C", "C", "O", "C", "O", "C", "F", "F", "F", "H", "H", "H", "H", "H", "C", "C", "O", "C", "O", "C", "F", "F", "F", "H", "H", "H", "H", "H", "C", "C", "O", "C", "O", "C", "F", "F", "F", "H", "H", "H", "H", "H", "C", "C", "O", "C", "O", "C", "F", "F", "F", "H", "H", "H", "H", "H", "C", "C", "O", "C", "O", "C", "F", "F", "F", "H", "H", "H", "H", "H", "C", "O", "C", "C", "O", "C", "H", "H", "H", "H", "H", "H", "H", "H", "H", "H", "C", "O", "C", "C", "O", "C", "H", "H", "H", "H", "H", "H", "H", "H", "H", "H"],
  "positions_angstrom": [[-2.006, 3.085, -4.913], [-1.124, 1.858, -4.920], [0.156, 2.046, -4.311], [1.084, 2.675, -4.989], [0.965, 3.202, -6.062], [2.417, 2.784, -4.226], [2.396, 2.077, -3.077], [3.408, 2.363, -4.998], [2.589, 4.061, -3.852], [-2.850, 2.991, -5.598], [-1.452, 3.925, -5.337], [-2.391, 3.328, -3.927], [-0.969, 1.443, -5.920], [-1.665, 1.017, -4.482], [-9.339, 1.122, -5.283], [-8.155, 2.075, -5.505], [-7.325, 1.879, -4.345], [-6.251, 2.628, -4.166], [-5.890, 3.495, -4.901], [-5.480, 2.227, -2.894], [-4.310, 1.668, -3.218], [-5.157, 3.347, -2.229], [-6.181, 1.471, -2.065], [-9.930, 1.158, -6.203], [-9.942, 1.425, -4.431], [-9.008, 0.095, -5.166], [-8.392, 3.120, -5.683], [-7.607, 1.667, -6.359], [8.803, -1.864, -1.646], [8.739, -0.917, -2.836], [7.462, -0.303, -2.983], [7.008, 0.502, -2.051], [7.639, 0.874, -1.110], [5.508, 0.848, -2.191], [5.328, 2.137, -2.396], [4.978, 0.147, -3.181], [4.908, 0.508, -1.062], [8.212, -2.764, -1.807], [8.639, -1.380, -0.686], [9.832, -2.231, -1.555], [8.826, -1.519, -3.737], [9.575, -0.223, -2.753], [-0.286, -2.538, 1.348], [0.427, -3.537, 2.233], [1.721, -2.978, 2.513], [2.662, -3.803, 2.940], [2.529, -4.976, 3.096], [4.015, -3.121, 3.168], [4.983, -3.887, 2.678], [4.052, -1.919, 2.585], [4.251, -2.938, 4.471], [-1.245, -3.006, 1.098], [0.208, -2.372, 0.398], [-0.476, -1.612, 1.885], [0.523, -4.463, 1.663], [-0.119, -3.744, 3.151], [2.033, -0.070, 0.616], [1.102, 0.931, -0.056], [-0.261, 0.488, 0.250], [-1.140, 1.390, 0.611], [-0.938, 2.504, 1.011], [-2.613, 0.895, 0.478], [-2.649, -0.435, 0.433], [-3.346, 1.340, 1.474], [-3.067, 1.378, -0.679], [3.055, 0.175, 0.318], [1.774, -1.045, 0.225], [1.983, 0.098, 1.688], [1.128, 0.898, -1.146], [1.266, 1.959, 0.258], [6.317, 0.296, 5.952], [5.105, 0.939, 5.623], [5.096, 1.379, 4.286], [3.759, 2.000, 3.953], [2.753, 1.025, 3.943], [1.428, 1.499, 3.919], [6.373, -0.687, 5.462], [6.255, 0.096, 7.020], [7.214, 0.851, 5.669], [5.357, 0.532, 3.642], [5.846, 2.134, 4.011], [3.833, 2.480, 2.965], [3.543, 2.839, 4.626], [1.246, 2.296, 4.646], [0.826, 0.623, 4.164], [1.156, 1.848, 2.915], [-7.719, -2.363, 2.765], [-7.070, -1.568, 3.768], [-5.736, -1.955, 4.020], [-4.796, -1.959, 2.812], [-4.950, -3.072, 1.952], [-4.380, -4.267, 2.427], [-7.720, -3.384, 3.151], [-7.179, -2.270, 1.821], [-8.685, -1.893, 2.606], [-5.787, -2.952, 4.475], [-5.317, -1.286, 4.770], [-3.754, -2.004, 3.160], [-4.947, -1.035, 2.254], [-4.732, -5.026, 1.730], [-4.673, -4.535, 3.446], [-3.283, -4.237, 2.393]]
}